No. 1
3 unconnected molecules or ions with the total composition C15H44N8O3P3 at a distorted geometry. Source: OMol25; level of theory: ωB97M-V/def2-TZVPD.

Properties
Kohn-Sham gap ... 4.87 eV
Molar mass ... 477.5 g/mol
LUMO energy ... 1.82 eV
HOMO energy ... -3.050 eV
Energy ... -62198.893 eV
Total charge ... -1
Max |F| ... 0.085 hartree/bohr

Last column: Löwdin charge in e.
Element x y z (Å)
1 H 0.89503 6.45946 -2.35849  0.05
2 C 1.33454 1.81251 3.37841  -0.15
3 N -3.14415 8.02212 -1.41120  -0.34
4 C 2.69785 1.08726 1.55094  -0.14
5 H 3.10444 2.07122 1.28254  0.08
6 H -1.20157 9.19497 -2.88066  0.06
7 C -2.15569 0.32944 2.34786  -0.11
8 O 0.83105 1.62440 -0.27034  -0.29
9 H 1.14832 -2.18351 -0.44446  0.05
10 H -0.01196 5.67377 -1.01257  0.05
11 N -1.11723 2.44517 1.23033  -0.34
12 H 1.52294 2.89109 3.30859  0.08
13 H -2.60996 -0.62904 2.60707  0.08
14 H -1.57511 -4.36225 -2.81380  0.08
15 C -0.60775 8.70751 -2.10558  -0.10
16 N -0.10876 -5.29275 -1.62122  -0.31
17 H -2.04207 0.91845 3.26177  0.08
18 H 2.66741 -2.55188 0.38496  0.09
19 H -5.36285 8.80667 -1.26402  -0.04
20 H 2.65908 -2.04009 -1.31802  0.09
21 C -0.08118 6.13571 -1.99933  -0.08
22 H 3.35151 0.63193 2.30142  0.08
23 C -1.98752 2.68472 0.08023  -0.11
24 H 0.60939 -7.01452 -2.62310  0.08
25 H -2.70876 3.47097 0.29971  0.09
26 C -0.37713 -1.25422 2.05502  -0.13
27 H 3.95515 -4.79767 -0.66507  0.08
28 C 2.48941 -7.01600 0.39730  -0.12
29 H -0.51316 5.39612 -2.67629  0.06
30 N -0.86168 0.06945 1.71533  -0.30
31 N 1.34733 1.15507 2.09186  -0.30
32 H -2.55442 1.77748 -0.16073  0.07
33 O 0.58901 -4.11761 0.96278  -0.28
34 H 3.75049 -3.89029 -2.16743  0.08
35 H -1.43148 2.98335 -0.81244  0.08
36 H -1.93037 4.00333 2.33656  0.09
37 N 1.15045 -6.49307 0.21982  -0.32
38 N -2.29523 6.96789 -1.72685  -0.09
39 H -2.85713 0.84040 1.69585  0.06
40 H -1.07584 -6.56952 -2.94435  0.08
41 H -1.13551 -2.01685 1.87452  0.07
42 H -4.67243 8.33258 -3.32253  -0.05
43 C 2.12956 -2.63130 -0.56698  -0.13
44 P 0.76389 -4.90654 -0.27352  0.59
45 C -0.30674 -6.62431 -2.17271  -0.10
46 H 0.49438 -1.54214 1.47496  0.04
47 P -4.64018 7.82429 -1.98454  0.39
48 H 3.08477 -5.50366 -2.05347  0.07
49 H 2.96072 -6.69526 1.33664  0.09
50 P 0.05894 1.25426 0.93884  0.63
51 N 2.00979 -4.01415 -1.03184  -0.30
52 H 2.44889 -8.10862 0.38796  0.08
53 H 0.48734 -8.03317 1.46836  0.08
54 H -0.45394 3.37186 3.00514  0.04
55 H 0.44480 8.73801 -2.40083  0.05
56 H -0.80740 -7.11716 0.70105  0.07
57 H 3.14291 -6.73601 -0.41887  0.04
58 H -0.38015 4.42210 1.58489  0.09
59 C 3.25634 -4.58703 -1.48502  -0.14
60 C -1.07089 7.28651 -1.92480  -0.46
61 H 0.10037 -4.08704 -3.34582  0.09
62 C -0.94457 3.61542 2.06973  -0.11
63 H -0.09618 -1.28363 3.11463  0.09
64 H 0.07849 -6.41211 2.06045  0.08
65 H -0.54212 -3.25119 -1.92975  0.08
66 H 2.72749 0.46556 0.66076  0.06
67 H -0.71502 9.29584 -1.19043  0.06
68 H 2.11308 1.38161 4.01572  0.08
69 H 0.38685 1.64889 3.89620  0.07
70 O -5.38855 6.52772 -1.98130  -0.55
71 H -0.65687 -7.33605 -1.42950  0.06
72 C -0.55141 -4.19466 -2.47423  -0.10
73 C 0.18090 -7.03179 1.16393  -0.13

Force components x, y, z for each atom (eV/Å):
0.0647 -0.1235 0.0602
-0.2002 -0.4166 0.2649
-0.0873 -0.0457 -0.3978
0.0560 0.2017 -0.0720
0.0276 -0.0137 0.0019
-0.1088 0.0575 0.1030
-0.1941 0.0142 -0.3062
-1.0652 -1.8951 -1.2672
0.0140 -0.0067 0.0344
0.3294 -0.0675 -0.0415
0.1585 0.2874 -0.1777
0.0453 -0.0138 0.0477
0.0900 -0.0224 0.0349
-0.0031 -0.0270 0.0232
0.2914 -0.0589 0.2212
-1.2982 0.4601 0.4126
-0.0183 0.0045 0.0047
-0.0421 0.0603 0.0100
0.1917 0.2452 -0.1459
0.0532 -0.1324 -0.0627
-0.7563 0.2878 -0.1704
-0.0328 0.0406 0.0495
0.0829 -0.1012 -0.3351
-0.0093 -0.0291 -0.0216
0.0469 0.0064 0.1132
0.5098 -0.0520 -0.0751
0.0377 0.0130 -0.0349
0.1140 0.0455 0.1200
0.2618 -0.1706 0.0148
-0.4828 -0.6430 -1.2979
0.2324 0.1992 -0.4261
0.0458 0.0144 -0.0604
-2.3702 0.2582 -0.0754
-0.0270 0.0289 0.0188
-0.0277 0.0487 0.0096
-0.0106 0.0411 -0.1320
-0.0013 -0.0741 -0.6298
0.2293 0.3234 0.3440
0.0162 0.0518 0.0269
0.0365 0.0739 -0.0223
0.0002 0.0203 -0.0491
-0.0994 0.0699 0.0348
0.3279 -0.0754 0.0559
3.4037 -0.7734 -0.0385
-0.0954 -0.0667 0.1354
0.0530 0.0982 0.0359
-0.0719 -0.5346 0.2247
-0.0256 -0.0203 0.0544
-0.0102 -0.0141 0.0005
0.5636 2.0854 3.7723
-0.0292 -0.0480 0.0960
-0.0565 0.0094 0.1094
0.0287 -0.0105 -0.0837
0.0103 -0.0347 -0.0297
-0.0088 -0.0286 -0.0080
-0.0019 0.0548 0.0494
-0.0225 0.0376 0.0025
-0.0338 0.0121 -0.0055
-0.0507 0.1197 -0.4128
-0.0776 -0.1046 -0.1197
0.0026 0.0158 -0.0055
0.1636 0.1291 -0.0081
0.0145 -0.0922 -0.0010
0.0330 -0.0187 0.0031
0.0507 -0.0082 0.0148
-0.0336 0.0423 -0.0245
-0.1258 0.0314 -0.0203
0.0077 -0.0230 -0.0321
-0.0476 0.0587 -0.0680
-0.0370 0.0550 -0.0406
0.0805 -0.0067 0.0408
0.0243 0.0419 0.0016
-0.1366 0.1075 0.1521

***

No. 2
A molecular structure, H31O16 at a distorted geometry. Source: OMol25; level of theory: ωB97M-V/def2-TZVPD.

Properties
Kohn-Sham gap ... 8.57 eV
Molar mass ... 287.2 g/mol
Relative energy (zero: lowest compared OMol25 entry of this formula, charge and spin) ... 601.9 kJ/mol
LUMO energy ... 2.11 eV
HOMO energy ... -6.463 eV
Energy ... -33261.592 eV
Total charge ... -1
Max |F| ... 0.152 hartree/bohr

Last column: natural (NBO) charge in e.
Element x y z (Å)
1 H -0.94195 -1.24177 3.19640  0.50
2 O -0.97338 -1.50230 4.16183  -0.94
3 H -3.12430 1.64305 -0.13473  0.50
4 H -0.61405 -3.71749 -2.90099  0.47
5 H 2.39385 -2.60075 1.75958  0.47
6 H -1.78735 5.38859 -2.23934  0.49
7 H -0.66492 5.45954 -1.05446  0.48
8 H 3.16850 0.73792 1.41205  0.46
9 H 0.02305 -1.93386 0.19541  0.50
10 O -0.77200 3.22138 -1.94237  -0.96
11 H -0.83811 -1.11114 1.28389  0.47
12 H -1.74659 -0.06529 4.42892  0.48
13 H -0.67081 2.92672 -1.03628  0.49
14 H 1.33121 0.54292 -1.38742  0.50
15 H -2.39692 1.42301 4.50133  0.47
16 H -0.40380 2.38464 -2.31615  0.48
17 O -0.66971 -4.58490 -2.82951  -0.93
18 H -0.03311 -0.03691 -1.64763  0.50
19 H 3.78396 -3.01605 2.16374  0.47
20 O 2.88630 -3.11042 2.47076  -0.94
21 H -2.32601 -0.70214 -0.29738  0.47
22 O -2.81799 1.58519 -2.59243  -0.96
23 O 0.34231 -0.64054 1.48750  -1.15
24 O 2.94738 1.07330 -4.50274  -0.96
25 O -3.16541 -0.36424 -0.11589  -0.97
26 H 0.73718 -1.16458 2.12883  0.42
27 H -0.00268 -1.35886 4.23291  0.46
28 O 0.71316 0.43043 -2.13104  -1.00
29 H 2.69162 1.98264 0.59187  0.47
30 H -2.07584 1.07508 0.85984  0.49
31 O -1.69237 -1.98254 1.19763  -1.14
32 O -2.49147 1.96572 0.59365  -1.00
33 H -3.40650 -1.14146 0.39418  0.50
34 H -1.42064 -2.73294 0.73530  0.45
35 H 2.31753 1.49565 -5.08935  0.46
36 O 4.67203 -0.78827 1.64904  -0.94
37 H -0.49270 -5.04882 -3.68132  0.46
38 H 5.05968 -0.73960 0.86931  0.48
39 O -1.43142 5.83275 -1.45953  -0.97
40 H -2.21521 2.04707 -2.07987  0.48
41 O -2.07588 0.60748 4.89089  -0.99
42 H 1.33469 -2.19368 -0.62589  0.46
43 H -2.43299 1.07910 -3.25980  0.46
44 O 0.43581 -2.37085 -0.53766  -1.00
45 H 3.80989 -0.60826 1.80507  0.47
46 H 2.30916 0.79789 -3.65270  0.50
47 O 2.72681 1.05758 0.50458  -0.94

Force components x, y, z for each atom (eV/Å):
-1.0926 -0.8339 0.6285
2.0863 0.2479 -1.9863
1.2937 0.5339 1.7761
0.5938 6.2572 -0.7782
0.4768 -1.0601 1.2479
0.9276 -0.5476 0.6276
0.4152 -1.0093 -0.4761
-1.8162 1.6938 -3.3050
0.6484 0.9283 0.9250
0.9924 -1.5557 -0.4057
0.4895 -1.5912 0.4596
1.9789 -3.9211 -3.5844
-0.4200 0.5178 1.1324
0.0278 0.0450 -0.0693
0.3330 -0.7220 -0.7353
0.0773 0.8657 -0.4405
-0.3579 -7.4082 -0.2045
1.2159 0.4293 -0.9926
0.6822 0.0412 0.0406
-1.3088 1.0359 -1.3106
2.4989 -0.5571 -0.8071
-3.8141 -0.5077 -0.0460
-1.7561 2.1093 -1.7911
-2.3552 -1.1858 3.5360
-2.5001 0.1430 -0.2593
1.0030 -1.5883 1.8401
-0.6823 -0.3180 1.0211
-1.0954 -0.4075 1.2526
-0.1279 1.9275 0.2529
-1.1582 2.0575 -0.4657
-0.6578 2.7466 1.2244
0.1676 -1.7328 -1.0656
-0.5433 -0.0885 0.6421
0.7787 -1.9186 -0.9279
-0.1614 0.1094 -0.1275
2.4189 -1.7704 6.2493
-0.2081 1.1185 1.0497
1.5612 0.7801 -5.7938
-1.4225 1.8401 -0.0918
2.0208 1.4665 1.0914
-2.7598 5.4694 4.8297
2.0353 0.8303 0.2534
1.2584 -1.0466 -1.3373
-2.1189 -1.9432 -2.0098
-3.7470 0.3424 -0.2785
2.3781 1.0108 -3.3571
1.7436 -2.8340 2.5666

***

No. 3
A molecular structure, C9H11NO2 at a distorted geometry. Source: OMol25; level of theory: ωB97M-V/def2-TZVPD.

Properties
Kohn-Sham gap ... 8.10 eV
Molar mass ... 165.2 g/mol
Relative energy (zero: lowest compared OMol25 entry of this formula, charge and spin) ... 444.3 kJ/mol
LUMO energy ... -1.43 eV
HOMO energy ... -9.526 eV
Energy ... -15092.580 eV
Max |F| ... 0.061 hartree/bohr

Last column: natural (NBO) charge in e.
Element x y z (Å)
1 C -2.43373 0.30864 -0.14974  0.24
2 H 2.13309 2.66541 -0.64331  0.19
3 C -5.32972 -0.49454 0.31622  0.36
4 N -2.02042 1.39794 -0.13329  -0.25
5 C 2.20468 0.69411 0.02717  -0.19
6 H 3.19419 -1.74976 -0.63875  0.17
7 C 1.56747 1.82295 -0.26631  -0.38
8 H -4.48984 -2.42372 -0.10280  0.23
9 H -2.25947 -1.79868 -0.50360  0.25
10 H 5.22359 0.67220 1.30557  0.18
11 C 3.62512 0.39862 -0.24144  -0.31
12 O -5.41798 0.72112 0.21824  -0.47
13 H 4.14290 1.20134 -0.78868  0.21
14 O 4.99172 -1.16569 0.28108  -0.54
15 C 4.00547 -1.01799 -0.75830  -0.05
16 H 0.49915 1.97695 -0.13202  0.22
17 H 4.45220 -1.05847 -1.77629  0.18
18 H -6.18151 -1.08303 0.75715  0.11
19 C -2.95656 -1.00192 -0.28553  -0.22
20 C 4.46262 -0.04655 0.96621  -0.04
21 H 1.67480 -0.14502 0.49184  0.19
22 H 3.85174 -0.38364 1.80902  0.16
23 C -4.26001 -1.34711 -0.08154  -0.24

Force components x, y, z for each atom (eV/Å):
0.5185 2.2651 -0.3304
-0.0109 0.0299 -0.2624
-2.3322 1.8154 0.6893
-0.5316 -1.8550 0.1320
-0.6807 -0.1536 -0.1680
0.1357 0.0819 -0.1582
0.0967 -0.0497 0.1257
0.0701 0.5966 -0.1635
0.1739 0.1080 -0.0584
-0.1192 -0.3313 0.0090
0.5628 0.0017 0.1509
0.5451 -1.4821 -0.0027
-0.3128 -0.2863 0.0519
0.3186 -0.5133 -0.5348
0.1954 0.4050 -0.5701
0.2441 -0.1357 0.1948
-0.3343 -0.1540 0.6408
0.2917 0.4461 -0.1408
-1.6176 -0.8283 0.4480
0.0375 0.6845 0.5557
-0.1030 0.2403 -0.1706
-0.0266 0.1864 0.1332
2.8787 -1.0715 -0.5713

***

No. 4
CH6N2OS in the gas phase at a distorted geometry. Source: OMol25; level of theory: ωB97M-V/def2-TZVPD.

Properties
Kohn-Sham gap ... 9.09 eV
Molar mass ... 94.1 g/mol
Relative energy (zero: lowest compared OMol25 entry of this formula, charge and spin) ... 339.2 kJ/mol
LUMO energy ... 0.53 eV
HOMO energy ... -8.559 eV
Energy ... -16993.996 eV
Max |F| ... 0.058 hartree/bohr
SMILES string ... N=[S@H](=O)CN

Last column: natural (NBO) charge in e.
Element x y z (Å)
1 N 1.14464 -0.76618 0.86260  -0.82
2 H 0.10351 -1.15154 -1.01630  0.21
3 H 2.01630 -0.63891 0.40407  0.38
4 H -0.94444 -1.20284 0.47793  0.19
5 H -2.07665 0.79842 0.50326  0.02
6 O 0.07130 1.70787 0.91991  -0.98
7 H -0.24888 1.97585 -2.18805  0.41
8 C -0.01040 -0.84185 0.03218  -0.30
9 H 1.03612 -0.16942 1.67251  0.40
10 N -0.99546 1.86116 -1.42997  -1.18
11 S -0.75224 1.15003 -0.12233  1.66

Force components x, y, z for each atom (eV/Å):
-1.7097 -1.0678 -0.4805
0.3050 -0.1613 0.6461
0.4132 0.2480 -0.4131
0.5720 -0.3631 0.1408
1.7250 1.1287 -1.3987
0.1145 1.0163 0.8642
-1.2882 -0.4871 1.9993
-0.1536 2.4958 -0.0699
-0.0288 -0.0152 -0.2181
0.3583 0.1363 -1.3163
-0.3076 -2.9306 0.2463